Entry from the OMol25 dataset: a molecular structure, C27H25F6IrN5O4S2Se2 (ωB97M-V with the def2-TZVPD basis set).

Each line ends with the Löwdin charge.
Cartesian coordinates (Å):
Ir 0.9065 0.5171 0.4695  1.37
Se 4.5920 0.5752 -0.9650  0.82
Se 3.6874 -1.1460 0.2771  0.80
C 3.5250 0.0177 1.7890  -0.67
C 4.4584 0.0068 2.8015  -0.06
C 4.3336 0.9137 3.8462  0.01
C 3.2513 1.7740 3.8484  -0.01
C 2.3331 1.7002 2.8183  -0.11
N 2.4807 0.8690 1.7771  -0.12
C 3.0142 1.1871 -1.8674  -0.60
C 3.3329 1.7163 -3.1163  -0.10
C 2.3655 2.2756 -3.9217  0.00
C 1.0667 2.2814 -3.4409  -0.02
C 0.8174 1.7399 -2.2038  -0.12
N 1.7497 1.1833 -1.3925  -0.08
H 5.2734 -0.7019 2.7629  0.12
H 5.0607 0.9322 4.6468  0.14
H 3.0839 2.4773 4.6512  0.13
H 1.4390 2.3029 2.8491  0.11
H 4.3605 1.6623 -3.4503  0.11
H 2.6175 2.6826 -4.8913  0.13
H 0.2435 2.6986 -4.0028  0.12
H -0.1836 1.7711 -1.8186  0.08
C 1.4099 -2.7907 -2.1266  -0.06
C 0.4496 -2.2783 -1.0567  -0.23
C -0.9156 -1.9442 -1.5963  -0.12
C -1.5976 -2.9282 -2.2735  0.00
C -2.8725 -2.7044 -2.7735  0.04
C -3.4452 -1.4311 -2.6915  0.00
C -2.8240 -0.3910 -2.0478  -0.12
C -3.4059 0.9834 -2.3382  -0.18
C -2.7068 1.6444 -3.5304  -0.05
C -1.5758 -0.6785 -1.3568  -0.13
N -1.0314 0.1981 -0.4691  -0.01
C -1.8671 1.0493 0.1964  -0.04
C -1.3225 2.1920 0.7201  -0.25
C -1.8216 3.4092 1.2560  0.05
C -0.7395 4.2383 1.4093  0.00
C 0.4200 3.5092 1.0190  -0.07
N 0.0703 2.3056 0.6023  -0.11
H 2.4134 -2.8875 -1.7113  0.05
H 1.4537 -2.1136 -2.9815  0.09
H 1.1199 -3.7749 -2.4911  0.09
H 0.8701 -1.3806 -0.6087  -0.01
H 0.3427 -3.0059 -0.2482  0.11
H -1.1413 -3.9022 -2.3851  0.14
H -3.4071 -3.5017 -3.2727  0.13
H -4.3874 -1.2485 -3.1914  0.13
H -3.4040 1.6814 -1.5078  0.09
H -4.4575 0.8333 -2.5817  0.12
H -1.6977 1.9702 -3.2715  0.04
H -3.2591 2.5285 -3.8460  0.09
H -2.6407 0.9626 -4.3782  0.09
H -2.9058 0.7793 0.3132  0.15
H -2.8588 3.6424 1.4365  0.13
H -0.7418 5.2636 1.7405  0.12
H 1.4490 3.8374 1.0231  0.14
F 2.0748 -1.8789 4.2797  0.17
C 0.8534 -1.3732 4.3477  -0.66
F 0.1119 -2.0657 5.1686  0.20
F 0.9224 -0.1083 4.7523  0.16
S 0.1456 -1.4033 2.6035  0.70
O 1.1864 -1.8431 1.6751  -0.39
O -0.1166 0.0408 2.2324  -0.41
N -1.0443 -2.3071 2.8202  -0.26
S -2.1435 -2.7044 1.6964  0.67
O -1.6453 -3.6865 0.7941  -0.23
O -2.7842 -1.5221 1.1887  -0.26
C -3.3646 -3.5229 2.8138  -0.70
F -2.8156 -4.5725 3.3923  0.18
F -3.7754 -2.6601 3.7305  0.17
F -4.3860 -3.8961 2.0576  0.17

Output
energy relative to the best compared isomer or geometry (same formula, charge and spin)	0.0	kJ/mol
LUMO (spin up / spin down)	-0.2448 / -0.3171	Eh
spin multiplicity	2
net charge	+2
total energy	-215535.74617	eV

Entry from the OMol25 dataset: a molecular structure, C27H25FN7PdSi (ωB97M-V with the def2-TZVPD basis set).

Each line ends with the natural charge from an NBO analysis.
Cartesian coordinates (Å):
Pd 0.2108 -0.7161 0.0034  0.91
C 0.0693 -0.3084 -4.3386  0.04
C -0.3469 -0.4938 -3.0242  0.03
N 0.5343 -0.4877 -2.0293  -0.42
C 1.8413 -0.2884 -2.3316  0.11
C 2.2226 -0.1274 -3.6543  0.07
N 1.3446 -0.1386 -4.6509  -0.28
C 2.7537 -0.2120 -1.1683  0.26
C 4.1172 -0.0266 -1.1960  -0.23
C 4.8490 0.0602 0.0030  0.22
C 4.1173 -0.0259 1.2021  -0.23
C 2.7540 -0.2118 1.1747  0.26
N 2.1065 -0.3125 0.0033  -0.46
C 1.8418 -0.2882 2.3382  0.12
C 2.2233 -0.1269 3.6608  0.06
N 1.3454 -0.1383 4.6576  -0.27
C 0.0701 -0.3085 4.3455  0.04
C -0.3463 -0.4941 3.0312  0.03
N 0.5348 -0.4877 2.0361  -0.43
C 6.3144 0.2394 0.0030  -0.14
C 7.0367 0.3239 1.1943  -0.20
C 8.4112 0.4890 1.1373  0.06
N 9.0989 0.5727 0.0030  -0.33
C 8.4109 0.4920 -1.1313  0.06
C 7.0364 0.3268 -1.1883  -0.20
H -0.6487 -0.3041 -5.1495  0.25
H -1.3862 -0.6623 -2.7794  0.21
H 3.2612 0.0181 -3.9228  0.24
H 4.6188 0.0557 -2.1470  0.25
H 4.6190 0.0572 2.1530  0.25
H 3.2618 0.0189 3.9291  0.24
H -0.6477 -0.3044 5.1566  0.25
H -1.3855 -0.6628 2.7865  0.21
H 6.5737 0.2664 2.1677  0.21
H 8.9881 0.5572 2.0520  0.22
H 8.9875 0.5626 -2.0459  0.22
H 6.5732 0.2722 -2.1618  0.21
C -3.1012 -4.2608 0.0023  -1.17
Si -1.5390 -3.2710 0.0020  1.74
C -0.5723 -3.6022 -1.5414  -1.14
C -0.5712 -3.6025 1.5446  -1.14
N -1.7776 -1.3742 0.0029  -0.65
C -2.8500 -0.6698 0.0030  0.20
C -4.2167 -1.2329 0.0014  -0.09
C -5.3038 -0.4341 0.0015  -0.24
C -5.1394 0.9811 0.0032  0.13
C -3.8933 1.6117 0.0049  -0.34
C -2.7855 0.8242 0.0048  0.55
F -1.6024 1.3596 0.0067  -0.24
H -2.7693 -5.3042 0.0027  0.30
H -3.7166 -4.1381 -0.8906  0.26
H -3.7169 -4.1374 0.8948  0.26
H -0.4754 -4.6927 -1.5708  0.29
H 0.4371 -3.1908 -1.5286  0.25
H -1.0730 -3.3068 -2.4636  0.26
H -0.4743 -4.6930 1.5743  0.29
H -1.0711 -3.3068 2.4671  0.26
H 0.4383 -3.1912 1.5310  0.25
H -4.3192 -2.3061 0.0002  0.27
H -6.3019 -0.8501 0.0004  0.29
H -6.0276 1.6052 0.0033  0.28
H -3.8002 2.6903 0.0064  0.30

Output
energy relative to the best compared isomer or geometry (same formula, charge and spin)	0.0	kJ/mol
LUMO	-0.4605	Eh
spin multiplicity	1
net charge	+3
total energy	-52884.39141	eV

Entry from the OMol25 dataset: a molecular structure, C27H25FO3Pt (ωB97M-V with the def2-TZVPD basis set).

Each line ends with the natural charge from an NBO analysis.
Cartesian coordinates (Å):
C 3.8846 1.1187 2.6486  -0.76
C 3.2343 1.1439 1.1089  0.21
C 3.5972 -0.0138 0.0061  -0.15
C 2.9176 0.1146 -1.4809  -0.22
C 1.8520 1.3428 -1.8664  0.31
C 1.2592 1.3354 -3.3947  -0.34
C 2.5083 1.8585 -4.3745  -0.60
C 0.8267 -0.1381 -3.9680  -0.63
C 1.4460 2.5261 -0.7570  0.38
O 0.5194 3.6404 -1.0457  -0.51
C -0.8897 3.2462 -0.8512  -0.13
C -1.1083 1.8345 -0.0493  -0.01
C -1.3175 0.4771 -0.9992  -0.09
C -1.6005 -1.0297 -0.3328  -0.08
C -1.6478 -1.0622 1.3270  -0.03
C -1.4306 0.2993 2.2736  -0.09
C -1.1553 1.7997 1.5870  -0.04
C -1.0055 3.0664 2.6104  0.16
C -0.1100 2.5030 3.9063  -0.65
F -0.2566 4.2290 2.0859  -0.37
C -1.9697 -2.5325 2.0526  0.49
O -1.6940 -2.7939 3.3446  -0.50
C -2.7166 -3.7385 1.1666  -0.11
C -3.4945 -5.0274 1.8558  -0.16
C -4.2811 -6.2100 0.9951  -0.18
C -4.2704 -6.0727 -0.6554  -0.18
C -3.4659 -4.8170 -1.3617  -0.15
C -2.6705 -3.6288 -0.4949  -0.13
C -1.8560 -2.3748 -1.2354  0.51
O -1.4546 -2.4236 -2.5155  -0.52
C 2.1941 2.3850 0.7241  -0.27
H 3.2117 0.3285 3.2388  0.32
H 3.7295 2.1883 3.1502  0.21
H 5.0152 0.8059 2.6553  0.29
H 4.3313 -0.8728 0.3549  0.29
H 3.2000 -0.7019 -2.2799  0.29
H 0.4110 2.1646 -3.5244  0.27
H 3.1952 0.9023 -4.5560  0.23
H 3.1889 2.6026 -3.7401  0.23
H 2.1200 2.3457 -5.3710  0.28
H 1.4510 -1.0388 -3.5550  0.23
H 1.0393 -0.1108 -5.1426  0.26
H -0.3091 -0.4011 -3.8461  0.26
H -1.4376 3.2201 -1.9003  0.23
H -1.3981 4.1180 -0.2373  0.26
H -1.3011 0.5826 -2.1680  0.27
H -1.4959 0.1138 3.4319  0.28
H -2.0632 3.3228 3.0512  0.24
H -0.7240 1.8017 4.6136  0.25
H 0.8293 1.9596 3.4088  0.19
H 0.3443 3.4552 4.4477  0.27
H -3.5055 -5.0960 3.0456  0.27
H -4.8445 -7.1253 1.5090  0.28
H -4.8344 -6.8510 -1.3351  0.27
H -3.4764 -4.7515 -2.5444  0.27
H 2.0232 3.1773 1.5907  0.30
Pt 5.4555 2.8029 3.3924  0.30

Output
LUMO	-0.4033	Eh
spin multiplicity	1
net charge	+2
total energy	-40458.87588	eV

Entry from the OMol25 dataset: a molecular structure, C27H25FeIN4O2 (ωB97M-V with the def2-TZVPD basis set).

Each line ends with the natural charge from an NBO analysis.
Cartesian coordinates (Å):
C -0.0525 -2.7502 0.1978  -0.61
C -0.2723 -2.3872 1.5677  -0.64
H -0.8516 -3.2465 -0.3358  0.21
H 0.8509 -3.2805 -0.0544  0.21
H 0.1518 -1.8817 -0.4616  0.18
H -0.6328 -1.3858 1.4607  0.21
H -0.9639 -2.9129 2.1986  0.21
H 0.6064 -2.1011 2.1207  0.21
C -0.2562 0.9415 -3.0935  0.12
C -0.6355 1.6617 -4.2034  -0.24
C -1.0360 2.9895 -4.0298  -0.14
C -1.0846 3.5702 -2.7634  -0.21
H 0.0277 -0.1268 -3.0863  0.25
H -0.6064 1.1543 -5.1721  0.24
H -1.2864 3.5784 -4.8937  0.23
H -1.3719 4.5940 -2.5816  0.22
N -0.2235 1.5633 -1.8903  -0.55
C -0.6593 2.8510 -1.6625  0.14
C -0.6756 3.2589 -0.2553  0.25
N -0.1834 2.3159 0.6273  -0.57
C -0.1676 2.4308 1.9757  0.08
C -1.1320 4.5936 1.6839  -0.15
C -0.6238 3.6152 2.5373  -0.23
H 0.1931 1.5567 2.5358  0.25
H -0.5722 3.7090 3.6159  0.24
C -1.1837 4.4065 0.3098  -0.22
H -1.5388 5.1557 -0.3765  0.22
H -1.4535 5.5350 2.1136  0.23
Fe -0.0347 0.8033 -0.3107  1.28
I -2.4031 0.1515 -0.1405  -0.59
O 2.3631 -0.0291 -2.3811  -0.68
C 2.7467 -0.0895 -1.2166  0.80
N 4.0676 -0.3649 -0.8257  -0.65
C 4.0630 -0.8645 0.5221  -0.07
C 2.8331 -0.0733 1.0420  0.72
O 2.6711 0.3388 2.1751  -0.61
N 1.9944 0.1258 -0.0532  -0.86
C 3.6245 -2.3344 0.5287  -0.01
C 3.0744 -2.8725 1.6832  -0.25
C 2.5675 -4.1719 1.6854  -0.15
C 2.6158 -4.9437 0.5304  -0.24
C 3.2326 -4.4381 -0.6167  -0.21
C 3.7747 -3.1402 -0.6137  -0.21
C 5.4341 -0.6755 1.1858  0.06
C 5.8501 -1.4866 2.2513  -0.22
C 7.1875 -1.4705 2.6853  -0.20
C 8.1001 -0.6058 2.0744  -0.22
C 7.6741 0.2631 1.0578  -0.21
C 6.3343 0.2338 0.6378  -0.22
H 4.7016 -0.6818 -1.5541  0.41
H 3.0221 -2.2371 2.5622  0.23
H 2.0905 -4.5385 2.5815  0.21
H 2.1734 -5.9384 0.5101  0.22
H 3.3338 -5.0359 -1.5314  0.22
H 4.3200 -2.7665 -1.4949  0.21
H 5.1444 -2.1604 2.7353  0.22
H 7.4987 -2.1520 3.4882  0.21
H 9.1467 -0.6148 2.3908  0.21
H 8.3751 0.9480 0.5854  0.21
H 6.0029 0.9131 -0.1442  0.23

Output
LUMO (spin up / spin down)	-0.0374 / -0.0429	Eh
spin multiplicity	5
total energy	-80948.71818	eV

Entry from the OMol25 dataset: a molecular structure, C27H25N2O3Ru (ωB97M-V with the def2-TZVPD basis set).

Each line ends with the natural charge from an NBO analysis.
Cartesian coordinates (Å):
Ru 0.0381 1.0086 -0.9032  1.35
C 1.3246 3.7755 -2.1294  -0.26
O 0.2848 3.1425 -1.2981  -0.53
C -0.7298 3.9221 -0.8250  0.43
C -0.7576 5.2913 -0.8435  -0.30
C -1.8346 5.9243 -0.2292  -0.01
C -2.8716 5.1960 0.4094  -0.15
C -2.8484 3.8321 0.4264  -0.17
C -1.7734 3.1777 -0.2002  0.12
N -1.7033 1.8197 -0.3493  -0.15
N -1.4120 0.9170 0.5561  -0.21
C -2.0017 -0.3874 0.5956  0.16
C -1.3381 -1.3531 -0.2006  0.39
O -0.3363 -0.9249 -0.9352  -0.59
C -1.7559 -2.6892 -0.1980  -0.26
C -2.7799 -3.0465 0.6298  -0.02
C -3.4355 -2.0943 1.4740  -0.10
C -4.4298 -2.4783 2.3536  -0.04
C -5.0835 -1.5326 3.1734  -0.07
C -4.7455 -0.1861 3.1072  -0.20
C -3.7282 0.2201 2.2707  -0.06
C -3.0487 -0.7243 1.4384  -0.08
H 0.8483 4.3059 -2.9484  0.23
H 1.9382 2.9714 -2.5118  0.24
H 1.9131 4.4475 -1.5132  0.23
H 0.0307 5.8759 -1.2974  0.27
H -1.8724 7.0066 -0.2358  0.27
H -3.6962 5.7271 0.8656  0.27
H -3.6531 3.2624 0.8711  0.25
H -1.2708 -3.3988 -0.8537  0.27
H -3.1059 -4.0801 0.6576  0.26
H -4.7046 -3.5250 2.4149  0.26
H -5.8492 -1.8621 3.8641  0.26
H -5.2686 0.5352 3.7207  0.26
H -3.4221 1.2578 2.2576  0.22
C 4.3263 -4.0004 1.5529  -0.67
C 3.7419 -3.0743 0.5424  0.16
C 3.7141 -3.4081 -0.8102  -0.24
C 3.2457 -2.5383 -1.7697  0.15
C 3.2377 -2.9639 -3.2157  -0.67
C 2.7418 -1.2684 -1.3406  -0.19
C 2.2317 -0.4347 -2.3291  0.44
O 1.4801 0.6044 -2.1799  -0.66
C 2.7759 -0.9052 0.0458  0.05
C 2.3832 0.4649 0.5500  -0.65
C 3.2515 -1.8146 0.9457  -0.18
H 4.5828 -4.9696 1.1340  0.25
H 3.6548 -4.1333 2.4035  0.25
H 5.2370 -3.5557 1.9652  0.27
H 4.0820 -4.3794 -1.1195  0.25
H 3.5524 -3.9992 -3.3112  0.26
H 3.9350 -2.3622 -3.8054  0.25
H 2.2514 -2.8719 -3.6699  0.24
H 2.5186 -0.6326 -3.3582  0.22
H 2.5651 1.2545 -0.1758  0.23
H 2.9472 0.7174 1.4464  0.28
H 1.3302 0.4880 0.8877  0.20
H 3.2921 -1.5513 1.9972  0.23

Output
energy relative to the best compared isomer or geometry (same formula, charge and spin)	188.1	kJ/mol
LUMO (spin up / spin down)	-0.3642 / -0.4561	Eh
spin multiplicity	5
net charge	+3
total energy	-40077.89877	eV

Entry from the OMol25 dataset: 2 unconnected molecules or ions with the total composition C27H25N3O2 (ωB97M-V with the def2-TZVPD basis set).

Each line ends with the natural charge from an NBO analysis.
Cartesian coordinates (Å):
C 0.0611 3.8547 -1.2903  -0.62
C 0.8735 3.6086 -0.0615  -0.30
C 2.2469 3.8922 -0.0398  0.27
N 3.4006 4.1327 -0.0656  -0.42
C 0.3911 2.6496 0.8886  0.11
C -0.9734 2.1816 0.8730  -0.29
C -1.3494 1.0826 1.6185  -0.15
C -0.4109 0.4653 2.4698  -0.04
N -0.8041 -0.6430 3.2686  0.50
O 0.0649 -1.1984 3.9798  -0.41
O -1.9916 -1.0392 3.2305  -0.40
C 0.9067 0.9611 2.5749  -0.15
C 1.2722 2.0961 1.8724  -0.27
H -0.9206 4.2730 -1.0048  0.19
H 0.6138 4.5670 -1.9071  0.23
H -0.1222 2.9382 -1.8737  0.22
H -1.7108 2.6687 0.2259  0.22
H -2.3587 0.6755 1.5678  0.25
H 1.6072 0.4485 3.2279  0.25
H 2.2728 2.5149 2.0222  0.24
C -0.3012 4.9858 3.6384  -0.67
C 1.0054 5.5805 3.3579  0.33
N 1.8826 5.9229 4.3386  -0.32
C 1.6801 5.7036 5.7625  -0.41
C 3.0415 6.4636 3.7759  0.11
C 2.8701 6.4796 2.3689  0.01
C 3.8857 6.9912 1.5732  -0.18
C 5.0440 7.4884 2.1828  -0.23
C 5.1706 7.5253 3.5844  -0.21
C 4.1552 7.0024 4.4031  -0.24
C 1.5266 5.9885 2.0983  -0.22
C 0.8739 6.0408 0.8555  0.00
C 1.0787 7.1411 -0.0639  -0.06
C 1.6303 8.3935 0.3513  -0.16
C 1.9264 9.3884 -0.5620  -0.24
C 1.7079 9.2012 -1.9254  0.04
C 2.1829 10.2451 -2.8832  -0.64
C 1.0179 8.0558 -2.3418  -0.24
C 0.6435 7.0863 -1.4185  -0.16
H -0.9209 5.0802 2.7450  0.24
H -0.2233 3.9148 3.8699  0.26
H -0.7881 5.4895 4.4821  0.23
H 2.5806 6.0214 6.2933  0.23
H 0.8227 6.2759 6.1411  0.21
H 1.5039 4.6393 5.9657  0.22
H 3.7636 6.9722 0.4873  0.24
H 5.8565 7.8632 1.5556  0.22
H 6.0598 7.9760 4.0278  0.22
H 4.2118 7.0369 5.4902  0.21
H -0.0709 5.5055 0.7459  0.23
H 1.8114 8.5945 1.4074  0.23
H 2.3655 10.3343 -0.2336  0.22
H 2.0284 9.9332 -3.9189  0.22
H 1.6446 11.1880 -2.7128  0.23
H 3.2530 10.4506 -2.7318  0.23
H 0.7806 7.9463 -3.4011  0.22
H -0.0211 6.2881 -1.7513  0.22

Output
energy relative to the best compared isomer or geometry (same formula, charge and spin)	582.0	kJ/mol
LUMO	-0.0653	Eh
spin multiplicity	1
total energy	-36965.09844	eV